Density functional theory data (wB97M-V/def2-TZVPD) for a structure of composition C3H6F3NdO.

```
! RIJCOSX wB97M-V def2-TZVPD def2/J DEFGRID3
* xyz 1 5
H -0.56 -3.29 1.13
C 0.47 -3.30 0.75
F 1.29 -2.33 1.26
F 1.05 -4.49 0.99
F 0.48 -3.13 -0.58
Nd -0.56 0.82 -3.19
C 0.33 2.79 0.12
O 0.03 1.46 0.40
C -0.90 0.87 -0.51
H 1.06 3.14 0.87
H 0.78 2.90 -0.88
H -0.57 3.43 0.17
H -1.03 -0.19 -0.22
H -1.90 1.32 -0.31
*
```

Results
- highest occupied orbital energy (spin up / spin down) (eV) = -11.2 / -11.2
- M (g/mol) = 259.3
- gap between HOMO and LUMO (spin up / spin down) (eV) = 5.816 / 5.935

Atom charges from the Mulliken analysis, given in e for atoms 1 to 8:
1. H 0.136
2. C 0.487
3. F -0.206
4. F -0.206
5. F -0.213
6. Nd 1.460
7. C -0.454
8. O -0.276